# 1
C30H93O39P9 | wB97M-V/def2-TZVPD

Each line ends with the Löwdin spin population.
Geometry (Å):
C  -0.316485  0.468547  -0.689792  0.00
O  -0.013035  -0.301603  0.474508  0.00
H  -0.285035  -0.214273  -1.538842  0.00
H  -1.268965  0.992647  -0.610982  0.00
H  0.453445  1.209437  -0.905142  0.00
H  0.047695  0.256237  1.253438  0.00
C  -1.422805  3.716437  -4.013932  0.06
O  -1.118815  3.192927  -2.745832  0.03
H  -2.027035  2.982477  -4.547132  0.01
H  -1.997725  4.640837  -3.958692  0.04
H  -0.517555  3.960827  -4.569722  0.00
H  -1.935605  2.992377  -2.282972  0.00
C  -4.870415  2.682077  -2.170072  0.08
O  -3.919945  1.818087  -1.670412  0.01
H  -5.151345  2.458857  -3.199312  0.01
H  -5.733375  2.493267  -1.531502  0.01
H  -4.586905  3.715807  -1.972242  0.03
H  -4.077735  1.782787  -0.724132  0.00
C  4.354675  -6.634063  1.940778  0.00
O  3.321755  -5.712353  2.419078  0.00
P  1.969815  -5.344003  1.483878  0.00
O  2.312445  -4.927003  0.137188  0.00
O  1.130345  -4.290163  2.374438  0.00
C  1.168025  -2.895993  2.014548  0.00
O  1.054635  -6.671563  1.559758  0.00
C  1.527945  -7.813553  0.908658  0.00
H  4.450865  -6.587643  0.856028  0.00
H  4.144255  -7.662513  2.234238  0.00
H  5.319835  -6.337333  2.351278  0.00
H  1.619635  -2.675943  1.047218  0.00
H  1.654045  -2.335163  2.812888  0.00
H  0.140275  -2.532983  2.021148  0.00
H  2.390225  -7.567873  0.288798  0.00
H  0.748645  -8.072693  0.191968  0.00
H  1.695525  -8.719353  1.491358  0.00
C  1.739805  4.308247  -1.639312  0.01
O  2.762675  5.132857  -2.087272  0.00
P  2.753515  6.754417  -2.145532  0.01
O  4.103205  7.372287  -2.355892  0.00
O  1.587745  7.127337  -3.267622  0.02
C  1.787695  6.950887  -4.633222  0.02
O  2.030585  7.130817  -0.765982  0.04
C  2.811495  7.158497  0.396198  0.02
H  1.663915  3.415137  -2.259552  0.00
H  0.728165  4.708747  -1.573812  0.01
H  1.971815  4.012107  -0.616302  0.00
H  0.928145  6.369007  -4.965922  0.00
H  2.642295  6.300157  -4.818472  0.00
H  1.896025  7.926587  -5.106902  0.00
H  3.633845  7.850057  0.212938  0.00
H  3.250045  6.166747  0.506788  0.00
H  2.126555  7.417807  1.203488  0.01
C  -1.786655  -0.235293  -4.044382  0.01
O  -1.383615  -1.553473  -3.716972  0.00
P  -0.858755  -2.545653  -4.872192  0.00
O  0.173245  -1.989263  -5.823422  0.00
O  -0.325795  -3.852843  -4.015672  0.00
C  0.747105  -3.576833  -3.135662  0.00
O  -2.285565  -3.164313  -5.533152  0.00
C  -2.895585  -2.605343  -6.716942  0.01
H  -2.768235  0.005037  -3.635922  0.00
H  -1.958375  -0.254703  -5.120592  0.00
H  -1.015405  0.471367  -3.737962  0.00
H  1.769735  -3.427303  -3.482022  0.00
H  0.710375  -4.317963  -2.337242  0.00
H  0.456765  -2.687363  -2.576512  0.00
H  -3.742595  -1.968573  -6.461622  0.00
H  -3.193705  -3.441853  -7.348992  0.00
H  -2.210775  -2.018573  -7.329182  0.00
C  -6.191085  -3.057723  4.399818  0.00
O  -4.902945  -3.279173  4.945488  0.00
P  -3.920045  -1.987743  4.959558  0.00
O  -4.468795  -0.739313  5.652148  0.00
O  -2.555775  -2.635783  5.678928  0.00
C  -1.535015  -1.750743  6.155638  0.00
O  -3.449605  -1.833103  3.418448  0.00
C  -2.799815  -0.657913  3.016898  0.00
H  -6.617725  -2.084783  4.643698  0.00
H  -6.845155  -3.818233  4.826338  0.00
H  -6.134365  -3.192223  3.319638  0.00
H  -1.281315  -1.944143  7.197908  0.00
H  -1.911525  -0.734743  6.036958  0.00
H  -0.606785  -1.842153  5.591608  0.00
H  -3.430865  -0.076633  2.344588  0.00
H  -1.914125  -0.834563  2.406608  0.00
H  -2.468485  0.056657  3.770358  0.00
C  -5.098965  5.162397  0.891488  0.13
O  -4.996955  4.414787  2.097978  0.02
P  -3.941775  3.131697  2.142148  0.01
O  -4.058665  2.084047  1.066228  0.01
O  -2.488435  3.811027  2.221408  0.04
C  -1.760555  4.054217  1.048048  0.05
O  -4.212805  2.590457  3.651478  0.00
C  -5.486465  2.239077  3.974948  0.01
H  -4.851445  4.740317  -0.082512  0.02
H  -4.487345  6.061897  0.961598  0.05
H  -6.158385  5.397607  0.789458  0.02
H  -1.150505  4.955577  1.107128  0.03
H  -2.275505  4.291307  0.117078  0.03
H  -1.133995  3.193877  0.812808  0.00
H  -5.470415  1.253157  4.439498  0.00
H  -6.116445  2.090257  3.097978  0.01
H  -5.928185  2.974617  4.647238  0.00
C  -4.185225  -5.513353  -3.373842  0.00
O  -4.695955  -5.294763  -2.032302  0.00
P  -5.087315  -3.836953  -1.521612  0.00
O  -5.748655  -2.918023  -2.485702  0.00
O  -5.999985  -4.146753  -0.223422  0.00
C  -5.317275  -4.847973  0.846828  0.00
O  -3.749945  -3.189843  -0.858332  0.00
C  -3.535735  -1.756283  -0.813222  0.00
H  -3.647935  -4.641963  -3.748142  0.00
H  -4.942345  -5.809473  -4.099912  0.00
H  -3.460685  -6.314343  -3.520652  0.00
H  -4.551505  -5.556223  0.530488  0.00
H  -6.038825  -5.254143  1.555688  0.00
H  -4.756795  -4.138473  1.455588  0.00
H  -3.470565  -1.391643  0.211908  0.00
H  -4.271465  -1.126473  -1.313362  0.00
H  -2.530925  -1.500113  -1.149142  0.00
C  7.567855  0.043607  -0.384942  0.00
O  7.390235  0.074677  1.054748  0.00
P  6.071715  -0.589643  1.642318  0.00
O  5.945405  -0.386613  3.087618  0.00
O  4.883095  0.125357  0.774208  0.00
C  3.528705  0.189057  1.188138  0.00
O  6.061615  -2.102993  1.073218  0.00
C  5.137575  -3.089293  1.566728  0.00
H  6.924435  -0.603173  -0.981412  0.00
H  8.622205  -0.178673  -0.549352  0.00
H  7.437945  1.020957  -0.849712  0.00
H  3.355295  -0.273513  2.159768  0.00
H  2.962505  -0.384983  0.454658  0.00
H  3.111095  1.195107  1.227618  0.00
H  5.687955  -3.890723  2.059568  0.00
H  4.651885  -3.531723  0.696988  0.00
H  4.314795  -2.652723  2.132898  0.00
C  3.151585  0.645437  5.490408  0.00
O  1.964625  0.437957  4.797558  0.00
P  1.416585  1.606357  3.791248  0.00
O  0.616265  1.104517  2.666128  0.00
O  0.617325  2.499097  4.943208  0.01
C  -0.558295  1.968747  5.515668  0.01
O  2.673005  2.581357  3.394728  0.00
C  2.390785  3.679207  2.558188  0.01
H  3.457125  1.683777  5.619208  0.00
H  3.968495  0.204827  4.918898  0.00
H  3.102085  0.225437  6.495028  0.00
H  -0.376475  1.526377  6.495128  0.00
H  -0.957705  1.188247  4.868058  0.00
H  -1.283005  2.782857  5.526618  0.00
H  1.431785  3.565217  2.052788  0.00
H  3.155935  3.844987  1.799788  0.00
H  2.462665  4.601597  3.134478  0.01
C  4.185295  -1.520863  -2.187962  0.00
O  3.711415  -0.610833  -3.165072  0.00
P  3.770405  0.986737  -2.888862  0.00
O  3.084345  1.476807  -1.680942  0.00
O  3.131075  1.549737  -4.248992  0.00
C  1.734875  1.325007  -4.539112  0.00
O  5.399335  1.353807  -3.039042  0.00
C  6.192125  0.702167  -3.967982  0.00
H  3.465625  -2.200483  -1.731562  0.00
H  4.685585  -1.011373  -1.364422  0.00
H  4.912305  -2.160473  -2.688412  0.00
H  1.512695  0.257937  -4.529182  0.00
H  1.479405  1.588097  -5.565572  0.00
H  1.081795  1.834127  -3.830312  0.00
H  6.763515  1.467217  -4.493632  0.00
H  5.663635  0.084587  -4.694202  0.00
H  6.869895  -0.036493  -3.540072  0.00

Cartesian forces (eV/Å) of the 3 atoms listed first:
C 0.6 0.0 0.3
O -0.3 -0.5 -0.7
H -0.4 -0.1 0.0

Values from the calculation:
Total charge: -1
Orbital gap (spin up / spin down) (eV): 1.2 / 9.5
2S+1: 2
DFT total energy (eV): -196086.45330



# 2
C4H4N2OS | wB97M-V/def2-TZVPD

Each line ends with the Löwdin charge.
Geometry (Å):
S  -2.617683  0.270859  -0.016367  0.71
N  -1.329480  -0.840296  0.003664  -0.32
C  -0.134774  -0.372875  0.007057  -0.49
C  0.299880  1.024715  0.008827  -0.02
C  1.614309  1.314493  -0.001353  -0.08
O  2.572111  0.345570  0.002037  0.01
C  2.100017  -0.933126  -0.005820  -0.17
N  0.898020  -1.322205  0.002303  0.15
H  -3.555647  -0.671988  0.146227  -0.15
H  -0.411275  1.846804  0.036122  0.08
H  2.079580  2.306954  0.007276  0.14
H  2.936999  -1.641813  -0.038085  0.14

Cartesian forces (eV/Å) of the 3 atoms listed first:
S 0.1 -0.2 0.1
N 0.4 0.4 0.0
C -0.4 0.0 0.0

Values from the calculation:
Total charge: 0
Orbital gap (eV): 8.9
2S+1: 1
SMILES string: S/N=c1\ccocn1
Energy relative to the best compared isomer or geometry (same formula, charge and spin) (kcal per mole): 35.3
DFT total energy (eV): -20074.19890



# 3
CH2IOP | wB97M-V/def2-TZVPD

Each line ends with the Löwdin charge.
Geometry (Å):
C  0.293623  0.572931  1.309148  -0.52
O  -1.284579  -1.619269  -1.768179  -0.59
P  -0.767398  -0.310700  -1.584507  0.59
I  1.450462  -0.671606  0.053707  0.77
H  -0.596711  0.557625  0.610083  -0.17
H  0.904602  1.471019  1.379747  -0.08

Cartesian forces (eV/Å) of the 3 atoms listed first:
C -0.1 -0.5 -1.5
O -1.6 -3.3 -0.5
P 1.8 3.2 0.5

Values from the calculation:
Total charge: 0
Orbital gap (spin up / spin down) (eV): 8.4 / 5.6
2S+1: 1
Energy relative to the best compared isomer or geometry (same formula, charge and spin) (kcal per mole): 74.9
DFT total energy (eV): -20502.50903



# 4
C4H11N3O2 | wB97M-V/def2-TZVPD

Each line ends with the Löwdin charge.
Geometry (Å):
C  -1.191223  0.141858  2.623148  -0.13
N  -0.527276  0.396443  1.305251  -0.02
C  -0.309646  1.618772  0.890096  -0.52
N  -0.558071  2.857666  1.489469  0.10
N  0.446230  1.880510  -0.235989  0.09
H  -0.891482  0.966985  3.373240  0.07
H  -0.677162  -0.854406  3.009139  0.10
H  -2.220369  0.159829  2.690078  0.03
H  -0.476130  2.996456  2.474604  0.06
H  0.054603  3.616258  1.032898  0.13
H  0.898385  1.060141  -0.784760  0.10
H  -0.041596  2.360234  -0.894101  0.04
C  1.016772  -2.848264  -2.324976  0.03
C  0.348718  -1.567094  -1.607667  -0.51
O  0.825024  -0.457219  -1.904753  0.02
O  -0.138797  -2.006875  -0.505260  0.11
H  0.710171  -3.767075  -1.744104  0.10
H  2.027600  -2.716704  -2.165856  0.04
H  0.798940  -2.704043  -3.354980  0.06
H  -0.386690  -1.418895  0.249211  0.10

Cartesian forces (eV/Å) of the 3 atoms listed first:
C 5.3 0.4 1.2
N -1.1 1.3 0.1
C 1.0 -1.2 1.3

Values from the calculation:
Total charge: 0
Orbital gap (eV): 9.9
2S+1: 1
SMILES string: CN=C(N)N.CC(=O)O
Energy relative to the best compared isomer or geometry (same formula, charge and spin) (kcal per mole): 50.2
DFT total energy (eV): -12890.65477



# 5
C11H22ClN3OP | wB97M-V/def2-TZVPD

Each line ends with the Löwdin charge.
Geometry (Å):
N  5.788614  -2.954193  2.174716  -0.19
P  4.948079  -3.399210  0.665485  0.90
O  5.362773  -5.055404  0.174341  -0.34
N  3.159276  -3.478064  0.888641  -0.28
C  2.393812  -2.168621  0.759674  0.00
C  0.740996  -2.086547  0.890213  0.02
C  -0.079406  -3.478519  1.169346  -0.45
Cl  -1.943042  -3.376274  1.307908  0.58
C  0.787897  -4.880376  1.324986  0.03
C  2.440866  -4.812682  1.154452  0.04
H  6.608650  -2.355130  1.861532  0.06
H  5.225566  -2.328408  2.791603  0.05
H  5.274113  -4.999107  -0.841736  0.08
H  2.981104  -1.158556  0.542513  0.14
H  0.228968  -1.037155  0.762497  0.11
H  0.207407  -5.886884  1.515104  0.12
H  3.021255  -5.844095  1.236423  0.14
C  -2.567709  0.214482  -0.829575  -0.10
C  -3.067426  1.653240  -0.926855  -0.26
N  -2.366946  2.597393  -0.049363  -0.19
C  -3.017241  3.912490  0.016055  -0.25
C  -3.061405  4.744669  -1.262295  -0.09
C  -0.909058  2.635753  -0.172666  -0.25
C  -0.327996  2.990006  -1.540188  -0.09
H  -2.646987  -0.165226  0.194083  0.06
H  -3.173486  -0.430030  -1.474845  0.08
H  -1.529808  0.116624  -1.160692  0.05
H  -4.129053  1.638072  -0.649356  0.12
H  -3.022461  1.969044  -1.974228  0.10
H  -2.549709  4.509386  0.809305  0.11
H  -4.051449  3.761213  0.356483  0.11
H  -2.094511  5.203586  -1.477123  0.06
H  -3.778221  5.563068  -1.142627  0.08
H  -3.375297  4.162899  -2.131031  0.07
H  -0.510154  1.659594  0.126751  0.08
H  -0.497028  3.329229  0.572671  0.12
H  -0.853783  2.496993  -2.361231  0.07
H  0.720334  2.670202  -1.587102  0.07
H  -0.337532  4.066537  -1.713869  0.06

Cartesian forces (eV/Å) of the 3 atoms listed first:
N -0.9 0.2 -1.0
P 2.4 0.1 -2.1
O -1.4 2.6 0.0

Values from the calculation:
Total charge: +1
Orbital gap (eV): 4.6
2S+1: 1
Energy relative to the best compared isomer or geometry (same formula, charge and spin) (kcal per mole): 164.8
DFT total energy (eV): -40078.65664



# 6
C12H12BrF6IN4O4PdS3Se | wB97M-V/def2-TZVPD

Each line ends with the Löwdin charge.
Geometry (Å):
Pd  0.723830  0.056177  0.154258  0.01
F  -0.525429  -1.012238  4.886302  0.11
C  -0.635259  0.232420  4.404485  -0.67
F  0.151184  1.023470  5.151802  0.11
F  -1.901969  0.627672  4.615197  0.10
S  -0.211358  0.320081  2.602401  0.50
O  -1.159623  -0.634586  2.067756  -0.40
O  -0.386841  1.735442  2.377776  -0.33
N  1.278179  -0.104314  2.754194  -0.32
S  2.220382  -1.135016  2.045700  0.49
O  3.396798  -0.539295  1.474800  -0.32
O  1.612228  -2.305169  1.464337  -0.33
C  2.932732  -1.842219  3.604963  -0.67
F  3.527322  -0.911715  4.367212  0.10
F  2.008783  -2.446677  4.364284  0.11
F  3.865881  -2.763716  3.312723  0.10
C  0.458170  1.988217  -3.567698  -0.16
N  1.006916  2.627919  -2.387917  -0.06
C  0.385160  2.553935  -1.201022  -0.89
S  -1.168935  1.914961  -1.018124  0.57
N  1.041035  3.073089  -0.123141  -0.07
C  2.494768  3.117181  -0.064213  -0.09
H  1.170627  2.132104  -4.378496  0.07
H  -0.503157  2.431665  -3.824961  0.06
H  0.315736  0.918465  -3.398826  0.04
H  2.017567  2.688599  -2.389306  0.06
H  0.579541  2.814151  0.741271  0.06
H  2.895162  3.849977  -0.768506  0.07
H  2.940667  2.139349  -0.268445  0.07
H  2.780674  3.417314  0.941784  0.08
Br  -4.087390  -4.500301  -1.768411  0.66
C  -2.742745  -3.912813  -2.975232  -0.74
C  -2.775446  -4.433838  -4.263017  -0.17
C  -1.821920  -4.042024  -5.187487  -0.11
C  -0.842678  -3.128849  -4.818107  -0.09
C  -0.817600  -2.614361  -3.533369  -0.15
C  -1.767192  -3.002382  -2.587368  -0.73
I  -1.601560  -2.143369  -0.688619  1.04
H  -3.549035  -5.141976  -4.528021  0.08
H  -1.847699  -4.449500  -6.190668  0.09
H  -0.090049  -2.810537  -5.528386  0.10
H  -0.052980  -1.897842  -3.252366  0.02
Se  2.311348  -0.869434  -1.936603  0.53
C  3.173807  0.546339  -2.677971  -0.94
N  3.725674  1.453868  -3.156687  -0.02

Cartesian forces (eV/Å) of the 3 atoms listed first:
Pd 0.0 0.0 -0.6
F 0.0 -0.1 0.0
C 0.1 0.0 0.0

Values from the calculation:
Total charge: -2
Orbital gap (eV): 5.1
2S+1: 1
Energy relative to the best compared isomer or geometry (same formula, charge and spin) (kcal per mole): 36.2
DFT total energy (eV): -222570.59248



# 7
C5H6 | wB97M-V/def2-TZVPD

Each line ends with the Löwdin charge.
Geometry (Å):
C  -2.526827  0.103888  -0.065328  0.11
C  -1.341549  -0.186896  0.320714  -0.11
C  0.038483  -0.297203  0.740172  -0.29
C  0.931670  -0.723977  -0.346825  -0.15
C  0.984616  0.849374  -0.006002  -0.04
H  -3.410517  0.167041  -0.705270  0.02
H  0.338767  -0.555107  1.678658  0.09
H  1.953410  -1.209489  -0.199937  0.12
H  0.550757  -0.908151  -1.385226  0.11
H  0.602914  1.613148  -0.609947  0.06
H  1.878274  1.147367  0.578987  0.08

Cartesian forces (eV/Å) of the 3 atoms listed first:
C 5.5 -1.7 1.0
C -6.1 1.7 -1.2
C 0.0 2.5 -3.6

Values from the calculation:
Total charge: 0
Orbital gap (eV): 10.3
2S+1: 1
SMILES string: C#CC1CC1
Energy relative to the best compared isomer or geometry (same formula, charge and spin) (kcal per mole): 67.1
DFT total energy (eV): -5278.29054